1.
The following is a DFT calculation (wB97M-V/def2-TZVPD) of C27H22IIrN3O2SeTe as an isolated structure.

Structure (XYZ):
```
58
Properties=species:S:1:pos:R:3:forces:R:3
Ir -0.332639 0.603736 -1.830350 -0.12 -0.09 0.08
C 0.231369 -3.174530 -4.570790 0.01 -0.02 -0.01
C -0.351974 -3.453752 -3.223083 -0.02 0.03 0.05
N -0.476126 -4.693433 -2.821571 0.01 0.04 -0.04
C -1.010614 -4.947387 -1.611433 -0.02 -0.01 0.04
C -1.451223 -3.980714 -0.746257 0.00 -0.10 0.00
C -2.030200 -4.385992 0.587133 0.01 0.02 0.00
O -3.375462 -3.960236 0.768864 -0.01 -0.01 0.01
C -1.312796 -2.623610 -1.137336 0.05 0.10 -0.11
C -1.822657 -1.607264 -0.252987 0.00 -0.04 -0.01
N -1.575782 -0.335973 -0.278722 -0.01 -0.01 -0.03
C -2.184264 0.443517 0.751665 -0.01 0.03 0.02
C -2.323850 -0.054347 2.046261 0.00 -0.02 0.00
C -2.942396 0.694028 3.030742 -0.01 0.01 -0.01
C -3.421734 1.964178 2.747171 0.00 0.00 0.00
C -3.259017 2.491658 1.476472 0.00 -0.01 0.01
C -2.636553 1.733782 0.497916 0.01 0.02 -0.02
I -2.362637 2.599649 -1.381058 -0.02 0.00 0.00
C -0.751114 -2.352179 -2.397497 -0.09 -0.07 0.07
O -0.592261 -1.153107 -2.897493 0.10 0.07 0.08
H 0.439847 -4.116423 -5.069917 0.00 0.00 -0.01
H 1.155806 -2.600349 -4.481316 0.00 0.00 0.00
H -0.454695 -2.579680 -5.174899 0.00 0.00 0.00
H -1.082026 -5.994737 -1.340836 0.00 0.00 0.01
H -1.466537 -3.932886 1.405575 -0.01 0.00 0.00
H -1.939686 -5.468156 0.700292 0.00 0.00 0.00
H -3.948098 -4.468068 0.183614 0.01 0.01 0.00
H -2.508969 -1.974120 0.505702 0.00 0.02 0.00
H -1.919627 -1.027743 2.291774 0.00 0.01 0.00
H -3.037914 0.285526 4.027587 0.00 0.00 0.00
H -3.907679 2.552764 3.513174 0.00 0.00 0.00
H -3.614949 3.487183 1.248569 0.00 0.00 0.00
Se 0.640158 1.542521 -3.791300 0.05 0.04 -0.17
C 0.525970 3.346794 -3.455762 0.06 0.04 0.09
N 0.448465 4.468577 -3.200004 -0.04 0.00 -0.01
Te 1.921229 -0.000243 -0.277060 0.05 0.03 0.04
C 3.154797 1.665667 -0.622290 -0.03 -0.03 0.04
C 4.525771 1.452120 -0.696247 0.01 0.00 -0.02
C 5.369116 2.532626 -0.918980 -0.01 -0.01 -0.01
C 4.843632 3.807874 -1.063310 -0.01 0.01 0.00
C 3.472204 4.013799 -0.986076 0.02 0.01 0.01
C 2.622415 2.941592 -0.765105 0.01 0.02 -0.06
C 1.167004 0.562034 1.606834 0.03 0.00 0.01
C 1.198722 -0.378014 2.629337 0.00 -0.01 -0.02
C 0.751272 -0.024250 3.896373 0.01 0.00 0.00
C 0.288942 1.260647 4.135172 0.00 0.00 0.01
C 0.257944 2.194851 3.107638 -0.02 -0.01 0.00
C 0.688681 1.847286 1.837070 -0.01 0.00 -0.01
H 4.940320 0.458487 -0.582707 0.00 0.00 0.01
H 6.437213 2.373251 -0.979712 0.00 0.00 0.00
H 5.504355 4.645958 -1.239673 0.00 0.00 0.00
H 3.057808 5.006144 -1.105860 0.01 -0.01 -0.01
H 1.555467 3.113408 -0.712126 -0.01 0.00 -0.13
H 1.589994 -1.372800 2.454199 0.00 -0.01 0.00
H 0.785327 -0.749626 4.698541 0.00 0.00 0.00
H -0.044224 1.538779 5.126426 0.00 0.00 0.00
H -0.101547 3.198153 3.295159 0.00 0.00 0.00
H 0.665423 2.583030 1.042496 -0.04 -0.05 0.10
```
Positions in Å, forces in eV/Å.

For the frontier orbital gap (alpha / beta), the calculation gives 6.5 / 5.7 eV. For the HOMO energy (alpha / beta), the calculation gives -10.0 / -11.3 eV. The spin multiplicity is 5. As for the charge: +1. The relative energy (zero: lowest compared OMol25 entry of this formula, charge and spin) comes out at 0.2988 eV.

***

2.
The following is a DFT calculation (wB97M-V/def2-TZVPD) of a single C7H14 molecule.

Structure (XYZ):
```
21
Properties=species:S:1:pos:R:3:forces:R:3
C -1.279489 -0.917293 -0.579204 -0.03 -0.02 0.08
C -0.416435 0.346039 -0.720214 -0.05 0.09 -0.03
C -0.789811 1.609069 -0.014136 -0.21 -0.28 0.09
C -1.802641 1.469126 1.049784 0.12 -0.01 0.05
C 1.080622 0.168962 -0.287837 0.14 0.05 0.03
C 1.241161 -0.171393 1.197254 -0.02 0.00 0.06
C 1.811556 -0.856593 -1.153888 -0.01 -0.07 -0.05
H -0.943828 -1.702853 -1.265677 0.00 0.15 0.10
H -2.324945 -0.697541 -0.828985 0.17 -0.03 0.04
H -1.268672 -1.336752 0.432782 0.03 0.08 -0.15
H -0.353511 0.600609 -1.789609 0.02 0.03 0.14
H 1.546080 1.146851 -0.457224 -0.04 -0.13 0.01
H -2.701281 1.761388 0.470165 0.04 -0.01 0.02
H -1.704719 2.233936 1.827444 -0.06 -0.08 -0.15
H -2.007876 0.481541 1.490400 0.07 0.12 -0.12
H 2.304626 -0.235533 1.454054 -0.15 0.00 -0.05
H 0.786469 -1.138874 1.442251 0.06 0.14 -0.05
H 0.792183 0.588557 1.847361 0.06 -0.10 -0.11
H 1.678311 -0.647608 -2.221188 0.01 -0.03 0.15
H 2.885678 -0.823072 -0.936444 -0.16 -0.03 -0.03
H 1.466532 -1.878569 -0.957087 0.02 0.14 -0.03
```
Positions in Å, forces in eV/Å.

For the frontier orbital gap, the calculation gives 8.5 eV. For the HOMO energy, the calculation gives -8.0 eV. The relative energy (zero: lowest compared OMol25 entry of this formula, charge and spin) comes out at 3.6199 eV.

***

3.
The following is a DFT calculation (wB97M-V/def2-TZVPD) of C43H51AuN10SeSi4 as an isolated structure in a non-equilibrium geometry.

Structure (XYZ):
```
110
Properties=species:S:1:pos:R:3:forces:R:3
Au -0.009293 -0.903235 0.819807 -0.96 0.40 -0.14
Se -1.686293 -8.819435 1.801007 0.12 0.23 -0.02
N -2.617693 -7.358735 2.042607 -0.76 1.03 0.23
C -1.886393 -6.307835 1.711607 0.03 -1.45 0.06
C -2.329993 -4.947335 1.767107 -0.01 0.87 -0.14
C -3.632193 -4.621535 2.157007 0.18 0.29 -0.07
C -4.003593 -3.295735 2.168607 0.19 -0.24 -0.02
C -3.050493 -2.342635 1.818207 -0.06 -0.18 0.07
N -1.822493 -2.633835 1.440807 0.20 0.07 -0.01
C -1.441593 -3.913635 1.379507 -1.07 -0.41 0.48
C -0.116793 -4.232835 0.867407 0.56 -0.80 -0.28
N 0.654807 -3.244635 0.393607 -0.17 0.30 0.20
C 1.824307 -3.538535 -0.140793 0.22 -0.42 -0.15
C 2.331907 -4.835435 -0.218693 -0.12 0.08 0.03
C 1.570407 -5.870235 0.274507 -0.19 0.19 0.07
C 0.310407 -5.580335 0.809507 0.49 0.64 -0.26
C -0.573193 -6.622335 1.253107 -0.58 -1.17 0.34
N -0.295693 -7.913335 1.238907 1.12 0.45 -0.45
H -4.310893 -5.416935 2.425807 -0.06 -0.04 0.03
H -5.003293 -2.996235 2.439307 -0.08 0.07 0.06
H -3.308193 -1.293335 1.844207 0.01 0.15 -0.05
H 2.387607 -2.712935 -0.546493 0.13 0.07 0.07
H 3.296807 -5.011435 -0.667793 0.10 0.00 -0.02
H 1.900807 -6.899635 0.249707 0.02 -0.01 -0.04
C 4.475807 -1.294535 1.916307 -0.06 -0.04 0.03
C 3.098407 -1.236735 1.807707 0.30 -0.09 0.14
N 2.487407 -0.692135 0.761707 -0.12 -0.06 -0.27
C 3.219207 -0.202335 -0.229093 0.42 0.10 0.26
C 4.615507 -0.269235 -0.254093 -0.28 -0.17 0.70
C 5.240407 -0.813835 0.869707 -0.24 0.14 -0.23
C 5.461307 0.196965 -1.348493 0.16 -0.06 -0.44
C 5.279307 0.035765 -2.663593 0.15 0.27 0.35
C 4.141507 -0.616535 -3.299393 0.13 -0.74 0.86
C 3.796307 -0.274335 -4.581593 -0.24 0.03 -0.66
C 2.424707 -0.644135 -5.004693 0.09 0.68 -0.23
N 1.934907 -1.795735 -4.377793 -1.12 -0.75 0.46
C 2.476107 -2.176135 -3.260693 -1.10 -0.54 -1.62
N 3.438307 -1.543235 -2.609493 1.56 1.10 0.31
H 4.942207 -1.711035 2.793707 0.01 -0.08 0.11
H 2.452107 -1.626735 2.579007 -0.03 -0.12 0.16
H 2.676207 0.291065 -1.019093 -0.06 0.09 -0.09
H 6.317307 -0.871935 0.903807 0.15 0.02 0.05
H 6.380007 0.671065 -1.024693 0.07 0.07 -0.09
H 6.009707 0.440865 -3.351693 0.08 0.08 0.03
H 4.402007 0.358165 -5.208893 0.17 0.16 0.01
H 2.269807 -0.692235 -6.086993 0.12 -0.05 0.11
H 2.073507 -3.069135 -2.801393 -0.03 -0.13 0.00
C -2.084893 0.311165 -2.539493 -0.25 0.12 0.41
Si -3.180293 0.093065 -0.991293 -0.30 -0.23 0.43
C -4.751793 1.177165 -1.020693 0.62 -0.31 -0.16
C -3.777393 -1.717535 -1.064493 0.29 0.54 0.02
Si -1.848593 0.805465 1.020807 -0.50 1.23 -0.05
Si -2.212793 3.498365 0.640107 0.25 -1.34 0.01
C -0.921393 4.339865 1.764107 -0.38 -0.04 -0.37
C -1.883693 3.892365 -1.201193 0.00 0.01 0.49
C -3.986293 4.109765 0.998207 0.59 -0.25 0.02
Si -2.232393 0.925965 3.510507 -0.32 -0.42 -0.08
C -3.937893 1.760165 3.741707 0.64 -0.20 -0.03
C -0.843793 1.889965 4.390907 -0.42 -0.18 -0.48
C -2.277093 -0.792435 4.344807 0.07 0.53 -0.25
H -2.625393 -0.019535 -3.422493 -0.20 -0.11 -0.10
H -1.192193 -0.301435 -2.456993 0.11 -0.23 0.13
H -1.772693 1.333365 -2.718693 0.02 0.27 0.06
H -5.434593 0.826165 -1.790093 -0.06 -0.15 -0.19
H -4.534893 2.217065 -1.233793 0.07 0.21 -0.02
H -5.285893 1.125365 -0.076293 0.00 -0.03 0.20
H -4.231593 -1.903635 -2.034093 -0.09 0.11 -0.25
H -4.526693 -1.947635 -0.315393 -0.13 0.04 0.13
H -2.962993 -2.423935 -0.952093 0.20 -0.13 0.03
H -0.179093 3.652165 2.147507 0.04 -0.17 0.07
H -1.398493 4.818565 2.611607 -0.17 0.11 0.19
H -0.385993 5.111265 1.219907 0.05 0.26 -0.16
H -1.249593 3.176665 -1.708893 0.13 -0.22 -0.04
H -1.392093 4.857565 -1.279693 0.04 0.29 -0.01
H -2.814293 3.955965 -1.754793 -0.23 -0.02 -0.07
H -4.192593 4.202665 2.057507 0.02 0.01 0.19
H -4.753093 3.471665 0.570407 0.00 -0.12 -0.06
H -4.114993 5.098565 0.561107 0.11 0.16 -0.11
H -3.879093 2.838065 3.638007 0.07 0.16 -0.05
H -4.326793 1.562365 4.737607 0.05 -0.11 0.21
H -4.676793 1.398465 3.032607 -0.07 -0.10 -0.17
H -0.860793 2.951465 4.178507 -0.03 0.21 -0.10
H 0.132307 1.510165 4.110907 0.18 -0.12 -0.07
H -0.937993 1.776765 5.468007 -0.16 -0.13 0.15
H -3.235993 -1.284435 4.228407 -0.19 -0.06 -0.05
H -2.104093 -0.693035 5.412907 0.03 0.18 0.20
H -1.510793 -1.455635 3.956907 0.16 -0.11 -0.10
C 2.966507 2.937965 1.956307 0.04 -0.02 0.00
C 2.049707 1.906665 2.091007 0.11 0.28 -0.01
N 1.097407 1.672465 1.198707 0.00 0.25 0.12
C 1.032407 2.446965 0.132007 -0.07 0.21 -0.01
C 1.890607 3.522465 -0.106693 0.22 -0.42 0.53
C 2.885907 3.762265 0.849907 -0.28 -0.10 -0.19
C 1.710907 4.440965 -1.213493 -0.02 -0.22 -0.52
C 1.408007 4.206565 -2.510593 0.02 0.65 0.30
C 1.304807 2.969665 -3.221093 0.10 -0.68 -0.41
C 1.453107 2.959665 -4.631493 -0.25 -0.14 0.28
C 1.634507 1.760665 -5.257293 0.06 0.00 -0.05
N 1.602207 0.601665 -4.550893 -0.03 0.20 0.22
C 1.236807 0.688365 -3.257793 0.22 -0.61 -0.03
N 1.116907 1.790065 -2.592393 -0.15 0.64 -0.03
H 3.711507 3.104065 2.715207 0.14 0.01 0.11
H 2.072107 1.251265 2.947807 0.07 -0.08 0.16
H 0.225207 2.236965 -0.546493 -0.10 0.01 -0.01
H 3.589807 4.570065 0.711707 0.01 0.15 0.06
H 1.883407 5.475265 -0.942693 0.04 0.15 -0.13
H 1.356607 5.072465 -3.156493 0.01 0.11 0.00
H 1.454907 3.882865 -5.185993 0.08 0.05 -0.15
H 1.824107 1.684265 -6.316893 0.12 -0.06 -0.10
H 1.077007 -0.243735 -2.733793 0.00 -0.06 -0.07
```
Positions in Å, forces in eV/Å.

For the frontier orbital gap (alpha / beta), the calculation gives 4.6 / 3.7 eV. For the HOMO energy (alpha / beta), the calculation gives -11.2 / -11.7 eV. The spin multiplicity is 3. As for the charge: +2.

***

4.
The following is a DFT calculation (wB97M-V/def2-TZVPD) of C15H20FMnNO7S as an isolated structure.

Structure (XYZ):
```
46
Properties=species:S:1:pos:R:3:forces:R:3
Mn -0.400708 1.137826 -0.120582 0.03 0.14 0.03
C -2.566130 1.405913 2.098320 0.06 -0.05 0.06
C -2.848987 2.361425 0.969607 -0.03 0.12 -0.05
O -2.602712 1.664383 -0.260984 -0.07 -0.21 -0.16
C -3.730059 0.955761 -0.808200 -0.06 0.16 0.02
C -3.321023 -0.434213 -1.189534 0.06 -0.08 -0.09
O -2.976624 -1.110113 0.008067 -0.01 -0.07 -0.02
C -2.199451 -2.274787 -0.181385 -0.08 0.02 -0.10
C -0.787652 -1.930043 -0.605145 0.32 0.00 0.22
O -0.225954 -0.846879 0.194718 -0.09 -0.11 -0.02
C 0.017659 -1.113844 1.604637 0.06 -0.10 -0.27
C -1.082184 -0.461401 2.399537 -0.01 0.07 0.07
O -1.259430 0.848819 1.839516 -0.17 0.09 0.17
H -3.284127 0.583377 2.102185 -0.04 0.02 -0.01
H -2.571757 1.902361 3.069396 0.03 0.02 -0.01
H -2.173370 3.212434 0.979458 0.02 -0.02 0.02
H -3.872363 2.734472 1.008198 -0.02 -0.07 -0.01
H -4.087869 1.509601 -1.676818 -0.01 -0.02 -0.02
H -4.527975 0.910544 -0.064659 0.02 -0.01 0.01
H -2.476229 -0.400142 -1.890309 0.00 0.05 0.03
H -4.141796 -0.941968 -1.706490 -0.03 0.01 0.04
H -2.628637 -2.931249 -0.947040 -0.02 -0.01 0.01
H -2.225466 -2.823600 0.759836 0.04 0.06 0.04
H -0.708203 -1.583731 -1.629587 -0.02 0.03 -0.05
H -0.115631 -2.782635 -0.498537 -0.06 -0.06 -0.04
H 0.987386 -0.675485 1.822882 -0.01 0.02 0.04
H 0.061972 -2.191549 1.756124 -0.06 0.01 0.04
H -0.805939 -0.387082 3.453121 0.02 0.03 -0.01
H -2.023944 -1.001890 2.309230 0.00 -0.04 -0.02
F -0.377400 2.876653 -0.256836 0.02 -0.12 0.09
O 1.108294 -0.752139 -2.623700 -0.07 -0.06 -0.07
C 1.747563 -0.040803 -1.889363 0.03 0.28 0.40
N 1.217620 1.080620 -1.237524 0.11 -0.02 -0.13
S 2.274395 1.720946 -0.124850 -0.15 0.27 -0.38
O 1.569053 1.432153 1.126063 0.00 -0.10 0.28
O 2.676866 3.063383 -0.353715 0.06 -0.07 0.00
C 3.569908 0.612388 -0.468502 0.22 -0.16 0.00
C 4.841671 0.611143 0.070906 -0.02 -0.14 -0.10
C 5.719068 -0.346501 -0.422787 0.04 -0.02 0.00
C 5.333457 -1.234797 -1.426493 -0.02 0.05 0.04
C 4.054737 -1.196415 -1.968987 0.08 -0.03 0.00
C 3.171968 -0.255016 -1.473189 -0.13 0.10 -0.03
H 5.142781 1.317355 0.832084 -0.02 0.00 0.00
H 6.724038 -0.398574 -0.025844 0.00 0.00 -0.01
H 6.050219 -1.957163 -1.792782 -0.01 0.00 -0.01
H 3.752973 -1.869530 -2.760056 -0.02 0.01 0.00
```
Positions in Å, forces in eV/Å.

For the frontier orbital gap (alpha / beta), the calculation gives 7.7 / 9.1 eV. For the HOMO energy (alpha / beta), the calculation gives -12.8 / -12.8 eV. The spin multiplicity is 5. As for the charge: +1. The relative energy (zero: lowest compared OMol25 entry of this formula, charge and spin) comes out at 0.6555 eV.